Record 1
21
Properties=species:S:1:pos:R:3:forces:R:3:mulliken_charge:R:1 method="wB97M-V/def2-TZVPD" gap_ev="7.8 / 7.8" mol_weight_g_mol=171.1
C -0.62625 -2.01555 1.62537 1.69 2.63 1.30 0.07
C -1.46700 -2.74584 -0.11589 -1.11 -0.83 0.21 -0.28
C 1.91315 1.23808 -1.62398 1.62 1.30 0.14 -1.18
C -0.63798 1.42884 1.22460 -1.14 -1.02 1.84 -1.37
C 0.91629 1.88043 -0.68586 0.55 1.82 -0.39 -0.48
C 0.22374 0.85018 0.06487 -4.01 -0.81 0.61 0.61
N -1.10595 -3.13678 1.92683 -1.39 -1.78 0.04 -0.42
N -1.75037 -3.62900 0.75146 0.89 -0.41 1.40 -0.47
N -0.82678 -1.67211 0.31982 0.27 0.26 1.46 0.07
O -0.03130 -1.16252 -1.99052 0.14 -0.43 -1.86 -0.65
P -0.48770 -0.48585 -0.79486 1.92 2.15 1.99 0.48
H -0.06539 -1.35341 2.27464 -0.12 -0.27 0.06 0.44
H -1.66336 -2.70516 -1.09351 -1.31 -0.83 -3.66 0.57
H 1.54685 0.41247 -2.22800 -0.05 0.10 0.14 0.38
H 2.21943 2.05952 -2.26801 0.37 -0.26 -0.49 0.36
H 2.82337 0.95397 -1.05096 -0.63 -0.18 -0.45 0.28
H -1.75035 1.61415 1.17151 1.04 -0.34 -1.06 0.32
H -0.24502 2.39957 1.43168 0.39 0.67 0.29 0.37
H -0.66286 0.87826 2.22691 0.75 0.34 -1.36 0.29
H 0.26952 2.63463 -1.26489 0.41 -1.20 0.89 0.30
H 1.40797 2.55614 0.09879 -0.28 -0.92 -1.09 0.32

Record 2
21
Properties=species:S:1:pos:R:3:forces:R:3:lowdin_spin:R:1 method="wB97M-V/def2-TZVPD" spin_multiplicity=4 gap_ev="6.8 / 7.2" charge=+1 mol_weight_g_mol=262.1
O 1.19081 4.07241 1.31511 -3.46 -5.11 -1.80 0.01
C 0.52714 3.14522 0.99963 3.82 6.72 2.24 0.07
Co 0.39658 -1.14988 -1.58396 -1.28 -2.72 -1.83 1.61
C 1.23444 -1.99476 -0.26810 3.44 -2.11 3.92 0.10
O 1.86202 -2.34497 0.64150 -2.07 0.99 -2.64 0.05
C 0.16572 -4.18172 -3.44884 -0.81 -1.40 -3.46 0.02
O -0.07184 -4.64151 -4.48141 0.81 1.50 3.49 0.00
C 1.73070 -0.43325 -2.55847 8.90 6.25 -6.14 0.07
O 2.63915 0.21364 -3.17423 -8.03 -5.73 5.50 0.04
C -1.29409 -0.62011 -2.16095 -5.62 5.02 0.53 0.11
O -2.21996 0.12477 -2.05706 4.78 -4.32 -0.86 0.07
H 0.44567 0.01092 -0.73546 0.37 1.64 1.31 0.06
C 0.62698 0.53307 2.18150 0.69 0.16 -0.60 0.02
S -0.37111 0.84631 0.54448 -1.36 -0.07 3.09 0.53
C -2.23415 1.20361 1.76781 1.97 2.25 -2.52 0.22
H 0.54175 -0.52725 2.36327 0.01 -0.32 -0.01 0.01
H 0.24131 1.04858 3.08588 -0.29 0.00 -1.08 0.00
H 1.70756 0.80936 2.10746 -0.94 -0.22 -0.45 0.00
H -2.02196 0.92088 2.75888 0.06 -0.63 0.90 0.01
H -2.24630 2.32760 1.59160 -0.23 -1.57 0.30 0.01
H -2.85043 0.63708 1.11134 -0.77 -0.32 0.12 0.00